No. 1
# C3H3BrN2S

C3H3BrN2S in the gas phase (the ωB97M-V functional and the def2-TZVPD basis, the Open Molecules 2025 dataset).

Positions of all 10 atoms, in Å:
C (1.83626, 0.19832, -0.51344)
C (1.85250, -0.88447, 0.34057)
C (-0.31603, -0.27577, -0.57390)
N (0.60968, 0.50984, -0.98769)
N (-3.03472, 1.33486, 0.20256)
S (0.21726, -1.37917, 0.66331)
Br (-2.22055, -0.02911, 0.68410)
H (2.62578, 0.90712, -0.93035)
H (2.47293, -1.48043, 0.89482)
H (-4.04310, 1.09881, 0.22002)

Cartesian forces (eV/Å) of the 2 atoms listed first:
C 1.792 0.124 -0.326
C -2.265 1.440 -0.733

Results
electronic energy = -3197.5888 a.u.
LUMO energy (spin up / spin down) = -1.03 / -1.25 eV
relative energy (zero: lowest compared OMol25 entry of this formula, charge and spin) = 5.716 eV
HOMO energy (spin up / spin down) = -8.97 / -8.11 eV
gap between HOMO and LUMO (spin up / spin down) = 7.9390 / 6.8548 eV

These are the natural (NBO) partial charges, in e, on atoms 1 to 4:
1 C -0.050
2 C -0.420
3 C -0.014
4 N -0.490



No. 2
# C5H16N2O

2 unconnected molecules or ions with the total composition C5H16N2O (the ωB97M-V functional and the def2-TZVPD basis, the Open Molecules 2025 dataset).

Positions of all 24 atoms, in Å:
N (-2.37769, 0.29545, -0.34547)
C (-2.05631, -0.90273, 0.56309)
C (-0.75274, -0.68448, 1.29766)
N (0.31297, -0.02213, 0.43728)
C (2.00583, -1.70060, -0.21142)
C (0.77390, -0.93348, -0.70872)
C (0.82998, 0.12022, -1.81435)
H (-2.16226, 1.13816, 0.30743)
H (-1.76656, 0.47262, -1.22508)
H (-2.86355, -0.80741, 1.32568)
H (-2.12114, -1.75771, -0.13862)
H (-0.34428, -1.60249, 1.71255)
H (-0.78809, 0.12175, 2.08923)
H (0.94936, 0.34002, 1.13687)
H (2.32143, -2.39403, -1.02109)
H (2.93034, -1.00423, 0.02425)
H (1.69293, -2.20870, 0.69860)
H (-0.03959, -1.69560, -1.03121)
H (0.30351, 1.13275, -1.52139)
H (1.97967, 0.45861, -1.90281)
H (0.27684, -0.16747, -2.77034)
H (1.02792, 4.21786, 0.98120)
H (-0.17562, 3.34021, 1.04761)
O (0.04316, 4.24339, 1.06905)

Cartesian forces (eV/Å) of the 2 atoms listed first:
N 0.875 1.636 0.705
C -0.502 2.379 -1.462

Results
electronic energy = -384.7215 a.u.
LUMO energy (spin up / spin down) = 3.75 / 3.63 eV
relative energy (zero: lowest compared OMol25 entry of this formula, charge and spin) = 2.016 eV
HOMO energy (spin up / spin down) = 0.95 / -5.11 eV
spin multiplicity = 2
total charge = -1
gap between HOMO and LUMO (spin up / spin down) = 2.8007 / 8.7384 eV

These are the natural (NBO) partial charges, in e, on atoms 1 to 4:
1 N -0.881
2 C -0.252
3 C -0.395
4 N -0.779



No. 3
# C10H27ClCoNO6

A molecular structure, C10H27ClCoNO6 (the ωB97M-V functional and the def2-TZVPD basis, the Open Molecules 2025 dataset).

Positions of all 46 atoms, in Å:
Co (21.12085, 18.75877, -2.43763)
Cl (20.59318, 20.16169, -0.47149)
C (20.42048, 20.82682, 4.81007)
C (20.51092, 20.64440, 3.28504)
O (20.68373, 19.30199, 2.85558)
O (20.31775, 22.20079, 5.12765)
H (21.30409, 20.31748, 5.19463)
H (19.58519, 20.25910, 5.22006)
H (21.32574, 21.18748, 2.80624)
H (19.63896, 21.11028, 2.82598)
H (20.60647, 19.24840, 1.90020)
H (19.41515, 22.49014, 4.97538)
C (19.98842, 23.58157, 0.95928)
C (18.89085, 23.87466, -0.08456)
O (17.81328, 24.52082, 0.54428)
O (21.13793, 23.05667, 0.45603)
H (19.52725, 22.88094, 1.65537)
H (20.14894, 24.50088, 1.52249)
H (18.59877, 22.95871, -0.59820)
H (19.24752, 24.51594, -0.89056)
H (17.21562, 23.83178, 0.84365)
H (20.96915, 22.15113, 0.18563)
C (18.52021, 16.71409, -1.52651)
O (19.19901, 17.64600, -2.36801)
C (18.28901, 18.29224, -3.27489)
C (19.00566, 19.04480, -4.41758)
N (19.97521, 19.96701, -3.79201)
C (20.96459, 20.64606, -4.68093)
C (22.02215, 21.24041, -3.78385)
O (22.62856, 20.13183, -2.99693)
C (23.58529, 20.67948, -2.13621)
H (17.72719, 17.16419, -0.92933)
H (19.19339, 16.21066, -0.83262)
H (17.90640, 16.00118, -2.07706)
H (17.67858, 18.99933, -2.71319)
H (17.69018, 17.54516, -3.79582)
H (18.26779, 19.63182, -4.96445)
H (19.48115, 18.33734, -5.09692)
H (19.33827, 20.71666, -3.56305)
H (20.43926, 21.42623, -5.23181)
H (21.40574, 19.99301, -5.43394)
H (21.67990, 22.01413, -3.09660)
H (22.85516, 21.56376, -4.40808)
H (23.16852, 21.29985, -1.34276)
H (24.27873, 21.23640, -2.76634)
H (24.15741, 19.88478, -1.65744)

Cartesian forces (eV/Å) of the 2 atoms listed first:
Co 0.121 -0.145 0.997
Cl -0.095 -0.490 -0.359

Results
electronic energy = -2746.2244 a.u.
LUMO energy (spin up / spin down) = 0.17 / 0.03 eV
HOMO energy (spin up / spin down) = -5.08 / -9.19 eV
spin multiplicity = 5
gap between HOMO and LUMO (spin up / spin down) = 5.2419 / 9.2209 eV

These are the natural (NBO) partial charges, in e, on atoms 1 to 4:
1 Co 0.820
2 Cl -0.858
3 C -0.080
4 C -0.078